(1)
A 3-piece molecular cluster, C22H47N3O4P overall in a non-equilibrium geometry. Source: OMol25; level of theory: the ωB97M-V functional and the def2-TZVPD basis.

## Properties
HOMO-LUMO gap = 8.14 eV
DFT total energy = -45514.9001 eV
charge = +1

```
77
Properties=species:S:1:pos:R:3:lowdin_charge:R:1
C 3.309 -2.380 -0.799 0.151
C 2.656 -2.374 0.206 -0.129
C 2.032 -2.211 1.518 -0.139
C 0.702 -1.461 1.474 -0.273
C -0.447 -2.343 0.961 -0.140
C -1.781 -1.619 0.596 -0.295
P -2.465 -2.293 -1.020 0.759
N -3.902 -2.903 -0.818 -0.293
C -1.740 -0.057 0.455 -0.305
N -2.857 0.513 1.184 -0.014
C -3.883 1.184 0.347 -0.175
C -5.278 0.488 0.487 -0.185
C -5.421 -0.203 1.847 -0.278
C -6.884 -0.604 2.111 -0.101
N -0.476 0.570 0.969 0.143
C 0.757 -0.198 0.592 -0.208
C 1.989 0.684 0.818 -0.027
C 2.330 0.868 2.275 -0.494
O 1.535 0.811 3.161 0.155
O 3.654 1.092 2.544 0.093
H 3.959 -2.405 -1.634 0.041
H 1.836 -3.200 1.935 0.139
H 2.733 -1.750 2.211 0.121
H 0.460 -1.190 2.502 0.146
H -0.097 -2.983 0.149 0.099
H -0.685 -3.035 1.770 0.130
H -2.553 -1.850 1.317 0.100
H -1.630 -3.321 -1.520 0.018
H -2.488 -1.268 -2.006 0.017
H -4.203 -2.806 0.145 -0.051
H -1.781 0.175 -0.609 0.114
H -2.558 1.089 1.955 0.121
H -3.572 1.307 -0.690 0.110
H -4.012 2.186 0.764 0.114
H -5.389 -0.228 -0.328 0.102
H -6.054 1.251 0.449 0.108
H -4.850 -1.129 1.870 0.079
H -5.108 0.477 2.640 0.105
H -6.963 -0.977 3.130 0.071
H -7.554 0.246 1.992 0.073
H -7.164 -1.411 1.437 0.076
H -0.445 0.639 1.992 0.170
H -0.403 1.501 0.556 0.190
H 0.731 -0.459 -0.464 0.172
H 1.812 1.655 0.345 0.146
H 2.839 0.252 0.295 0.126
H 4.117 0.262 2.359 0.130
C -0.044 -1.640 -6.095 -0.076
C 0.188 -2.680 -5.012 -0.283
O -0.963 -2.961 -4.230 -0.210
C -2.092 -3.468 -4.932 -0.279
C -1.828 -4.776 -5.655 -0.072
H -0.404 -0.707 -5.658 0.079
H 0.884 -1.441 -6.631 0.080
H -0.785 -1.968 -6.824 0.070
H 0.940 -2.307 -4.314 0.109
H 0.591 -3.603 -5.439 0.109
H -2.480 -2.712 -5.622 0.109
H -2.867 -3.627 -4.179 0.111
H -1.064 -4.671 -6.426 0.069
H -2.740 -5.131 -6.135 0.083
H -1.484 -5.537 -4.953 0.084
C 4.091 4.095 3.713 -0.072
C 4.402 4.280 2.235 -0.294
O 4.545 5.629 1.841 -0.158
C 5.578 6.363 2.480 -0.274
C 6.966 5.784 2.267 -0.077
H 3.180 4.634 3.981 0.085
H 3.954 3.040 3.940 0.055
H 4.892 4.470 4.350 0.072
H 3.573 3.883 1.645 0.102
H 5.290 3.705 1.947 0.107
H 5.361 6.472 3.547 0.108
H 5.539 7.365 2.053 0.120
H 7.061 4.781 2.685 0.065
H 7.715 6.416 2.746 0.080
H 7.193 5.720 1.202 0.082
```

***

(2)
C22H47N9S2Y as an isolated structure. Source: OMol25; level of theory: the ωB97M-V functional and the def2-TZVPD basis.

## Properties
HOMO-LUMO gap = 9.27 eV
DFT total energy = -59683.2761 eV
energy above the lowest of the compared OMol25 structures with the same formula, charge and spin = 0.301 eV
charge = +3

```
81
Properties=species:S:1:pos:R:3:lowdin_charge:R:1
Y -0.315 -0.105 0.349 1.523
C -0.990 -3.010 -1.674 -0.168
C -1.364 -1.791 -2.507 -0.166
N -1.577 -0.542 -1.712 -0.176
C -1.499 0.668 -2.563 -0.182
C -0.051 0.972 -2.896 -0.170
N 0.825 0.980 -1.686 -0.118
C 2.152 0.411 -2.055 -0.184
C 3.289 0.747 -1.087 -0.142
C 2.917 1.089 0.346 -0.186
N 2.046 0.110 1.052 -0.140
C 2.646 -1.238 1.255 -0.153
C 2.265 -2.216 0.162 -0.173
N 0.795 -2.248 -0.057 -0.141
C 0.470 -3.082 -1.248 -0.175
H -1.192 -3.890 -2.287 0.135
H -1.651 -3.101 -0.806 0.037
H -2.274 -1.993 -3.076 0.139
H -0.578 -1.604 -3.238 0.119
H -2.526 -0.617 -1.343 0.027
H -1.964 1.505 -2.034 0.108
H -2.062 0.537 -3.491 0.143
H 0.023 1.916 -3.438 0.145
H 0.329 0.207 -3.570 0.115
H 0.979 1.954 -1.438 0.106
H 2.435 0.759 -3.050 0.136
H 2.006 -0.666 -2.142 0.091
H 3.836 1.613 -1.464 0.134
H 4.011 -0.071 -1.105 0.124
H 2.391 2.048 0.380 0.115
H 3.841 1.227 0.912 0.138
H 1.955 0.490 1.991 0.084
H 2.291 -1.608 2.218 0.122
H 3.735 -1.169 1.322 0.143
H 2.639 -3.210 0.420 0.146
H 2.737 -1.945 -0.781 0.103
H 0.389 -2.731 0.753 0.083
H 0.749 -4.118 -1.041 0.138
H 1.110 -2.748 -2.068 0.120
S -3.441 -1.278 0.866 0.638
C -4.290 -2.737 0.642 -1.058
N -5.594 -2.794 0.501 -0.033
C -6.240 -4.112 0.519 -0.163
C -5.140 -5.136 0.221 -0.356
S -3.566 -4.307 0.632 0.976
H -6.141 -1.945 0.555 0.157
H -7.020 -4.147 -0.237 0.137
H -6.693 -4.275 1.497 0.137
H -5.114 -5.424 -0.826 0.091
H -5.237 -6.026 0.835 0.094
N -0.834 -2.740 2.559 0.108
C -0.389 -1.710 3.378 -0.366
C -0.016 -1.937 4.706 0.023
C 0.451 -0.888 5.461 0.002
C 0.528 0.384 4.887 -0.020
C 0.149 0.519 3.580 -0.176
N -0.286 -0.501 2.802 -0.005
H -0.938 -3.625 3.040 0.115
H -1.696 -2.490 2.074 -0.022
H -0.112 -2.929 5.127 0.132
H 0.742 -1.044 6.492 0.136
H 0.873 1.239 5.452 0.129
H 0.196 1.496 3.110 0.090
C -3.133 4.015 1.090 -0.026
C -3.012 2.644 1.751 -0.601
C -4.375 1.970 1.816 -0.054
C -2.418 2.756 3.147 -0.030
N -2.133 1.741 0.901 -0.107
N -0.841 2.316 0.578 -0.034
H -3.843 4.625 1.647 0.109
H -3.512 3.935 0.067 0.098
H -2.192 4.571 1.083 0.085
H -5.061 2.608 2.371 0.108
H -4.317 1.006 2.317 0.048
H -4.797 1.823 0.818 0.090
H -3.086 3.356 3.765 0.112
H -1.454 3.273 3.167 0.081
H -2.323 1.775 3.614 0.084
H -2.629 1.663 0.012 0.083
H -0.482 2.712 1.445 0.080
H -0.928 3.107 -0.059 0.110
```

***

(3)
C22H48AgF3O13SV as an isolated structure in a non-equilibrium geometry. Source: OMol25; level of theory: the ωB97M-V functional and the def2-TZVPD basis.

## Properties
HOMO-LUMO gap (alpha / beta) = 6.96 / 7.57 eV
<S²> = 3.7556
DFT total energy = -98885.7895 eV
spin multiplicity = 4
energy above the lowest of the compared OMol25 structures with the same formula, charge and spin = 0.000 eV

```
89
Properties=species:S:1:pos:R:3:lowdin_charge:R:1
V 11.179 -12.283 23.827 0.961
Ag 14.861 -11.350 21.477 0.818
C 10.923 -14.287 19.394 -0.665
F 11.565 -14.522 18.264 0.154
F 9.872 -13.513 19.153 0.138
F 10.498 -15.448 19.903 0.119
S 12.058 -13.503 20.636 0.571
O 12.625 -12.341 19.966 -0.305
O 11.200 -13.204 21.784 -0.339
O 13.047 -14.539 20.926 -0.311
C 13.667 -11.429 24.350 -0.913
O 13.200 -11.781 23.180 -0.239
O 12.760 -11.565 25.262 -0.141
O 14.800 -10.924 24.486 -0.042
C 7.389 -15.937 15.789 -0.105
C 7.340 -15.978 17.179 -0.087
C 8.487 -16.329 17.893 -0.106
C 9.626 -16.739 17.226 -0.105
C 9.704 -16.601 15.848 -0.092
C 8.571 -16.234 15.130 -0.098
H 6.466 -15.813 15.235 0.102
H 6.447 -15.628 17.680 0.100
H 8.358 -16.489 18.956 0.095
H 10.471 -17.108 17.792 0.104
H 10.604 -16.835 15.296 0.106
H 8.661 -16.091 14.060 0.104
C 12.062 -14.852 26.817 -0.065
C 11.178 -15.104 25.612 -0.283
O 11.675 -14.390 24.486 -0.161
H 12.207 -13.787 26.989 0.079
H 13.044 -15.325 26.748 0.079
H 11.589 -15.318 27.689 0.077
H 10.171 -14.770 25.876 0.107
H 11.066 -16.166 25.374 0.109
H 12.533 -14.804 24.223 0.070
C 10.005 -12.832 15.922 -0.062
C 8.700 -12.278 16.481 -0.308
O 8.583 -10.919 16.078 -0.081
H 10.240 -13.803 16.348 0.048
H 10.809 -12.124 16.141 0.083
H 9.906 -12.906 14.840 0.081
H 8.528 -12.420 17.550 0.092
H 7.958 -12.949 16.024 0.102
H 7.655 -10.673 16.158 0.101
C 12.522 -17.844 22.850 -0.081
C 13.745 -17.148 23.394 -0.280
O 13.644 -15.730 23.336 -0.093
H 12.572 -18.919 23.054 0.078
H 12.398 -17.736 21.772 0.076
H 11.578 -17.560 23.326 0.067
H 14.582 -17.456 22.756 0.113
H 13.977 -17.467 24.409 0.117
H 13.488 -15.488 22.407 0.047
C 17.858 -14.017 20.641 -0.085
C 16.426 -14.523 20.728 -0.304
O 15.536 -13.532 21.208 -0.157
H 18.150 -13.695 21.643 0.080
H 18.075 -13.194 19.958 0.071
H 18.488 -14.844 20.310 0.075
H 16.472 -15.355 21.439 0.115
H 16.118 -14.898 19.746 0.121
H 14.660 -13.960 21.218 0.019
C 8.881 -9.515 19.420 -0.077
C 10.320 -9.661 18.959 -0.320
O 10.467 -9.375 17.584 -0.081
H 8.235 -10.219 18.887 0.060
H 8.487 -8.509 19.287 0.079
H 8.811 -9.836 20.465 0.056
H 10.648 -10.694 19.140 0.089
H 11.018 -9.041 19.523 0.109
H 9.833 -9.874 17.048 0.036
C 8.149 -14.582 22.167 -0.067
C 8.212 -13.084 22.371 -0.248
O 9.011 -12.820 23.542 -0.150
H 9.085 -15.099 22.369 0.077
H 7.796 -14.858 21.170 0.074
H 7.409 -15.022 22.846 0.079
H 7.213 -12.664 22.515 0.121
H 8.658 -12.547 21.537 0.102
H 8.579 -13.244 24.292 0.105
C 11.305 -8.460 23.968 -0.061
C 10.316 -9.103 23.024 -0.249
O 10.778 -10.430 22.683 -0.165
H 12.325 -8.464 23.581 0.087
H 11.357 -9.077 24.869 0.081
H 11.014 -7.432 24.184 0.080
H 10.235 -8.580 22.069 0.106
H 9.333 -9.197 23.481 0.121
H 11.498 -10.387 22.040 0.090
```

***

(4)
C22H48AsCl2CsN5O3S2Si3 as an isolated structure. Source: OMol25; level of theory: the ωB97M-V functional and the def2-TZVPD basis.

## Properties
HOMO-LUMO gap = 6.75 eV
DFT total energy = -168927.3174 eV
energy above the lowest of the compared OMol25 structures with the same formula, charge and spin = 0.193 eV
charge = -1

```
87
Properties=species:S:1:pos:R:3:nbo_charge:R:1
Cs -1.364 -0.605 1.037 0.916
N 2.531 -2.835 3.604 -0.821
C 1.207 -2.468 3.471 0.289
S 0.276 -3.370 2.338 -0.549
N 0.861 -1.476 4.262 -0.482
N -0.358 -0.920 4.016 -0.202
C -0.900 -0.383 5.039 -0.029
C -2.170 0.350 4.981 0.175
C -2.772 0.722 6.188 -0.246
C -3.968 1.413 6.172 -0.171
C -4.540 1.726 4.948 -0.282
C -3.870 1.327 3.801 0.050
N -2.722 0.662 3.800 -0.436
H 2.747 -3.772 3.314 0.390
H 2.978 -2.499 4.443 0.380
H -0.424 -0.467 6.018 0.161
H -2.292 0.459 7.122 0.212
H -4.446 1.705 7.099 0.208
H -5.471 2.270 4.875 0.214
H -4.278 1.566 2.823 0.187
N -4.743 2.220 -0.313 -0.856
C -4.067 3.511 -0.160 -0.206
C -2.692 3.466 0.512 -0.532
C -1.635 2.720 -0.322 0.784
O -0.560 3.297 -0.554 -0.758
O -1.961 1.549 -0.696 -0.862
H -5.026 1.884 0.603 0.329
H -4.028 1.567 -0.635 0.391
H -4.726 4.182 0.399 0.170
H -3.954 3.951 -1.156 0.180
H -2.777 2.958 1.480 0.196
H -2.333 4.479 0.698 0.209
Cl -3.634 -5.145 0.354 -0.041
C -2.008 -4.591 -0.079 -0.383
Cl -1.471 -5.273 -1.629 -0.057
H -1.315 -4.901 0.693 0.248
H -2.039 -3.515 -0.185 0.236
C 1.748 3.309 -2.440 -1.156
Si 1.687 1.489 -2.862 1.456
C -0.004 1.042 -3.524 -1.149
C 2.980 1.140 -4.192 -1.128
As 1.983 0.176 -0.930 -0.570
Si 2.950 -1.819 -1.682 1.413
C 1.618 -2.642 -2.729 -1.120
C 4.514 -1.659 -2.722 -1.123
C 3.356 -2.903 -0.216 -1.139
Si 3.670 1.278 0.252 1.422
C 4.385 0.103 1.531 -1.126
C 2.832 2.706 1.129 -1.130
C 5.086 1.897 -0.827 -1.122
H 1.549 3.881 -3.351 0.223
H 2.719 3.622 -2.054 0.220
H 0.967 3.541 -1.713 0.314
H -0.264 1.658 -4.391 0.227
H -0.750 1.199 -2.739 0.289
H -0.028 -0.006 -3.836 0.213
H 2.858 1.854 -5.012 0.228
H 2.874 0.133 -4.607 0.224
H 3.995 1.241 -3.802 0.234
H 1.323 -2.013 -3.572 0.228
H 0.732 -2.831 -2.117 0.242
H 1.959 -3.603 -3.124 0.230
H 4.324 -1.180 -3.685 0.235
H 4.925 -2.656 -2.911 0.226
H 5.278 -1.078 -2.202 0.229
H 2.519 -2.981 0.482 0.277
H 4.227 -2.536 0.330 0.234
H 3.581 -3.914 -0.574 0.227
H 3.603 -0.472 2.034 0.261
H 4.919 0.682 2.290 0.229
H 5.091 -0.605 1.090 0.227
H 2.264 2.320 1.979 0.245
H 2.125 3.235 0.487 0.268
H 3.570 3.420 1.508 0.223
H 5.563 1.067 -1.353 0.229
H 5.847 2.394 -0.218 0.227
H 4.736 2.607 -1.575 0.234
C -5.288 -2.042 -2.550 -0.828
S -3.873 -1.050 -2.053 1.295
C -2.680 -1.787 -3.172 -0.835
O -3.512 -1.556 -0.693 -1.031
H -5.052 -3.096 -2.400 0.234
H -5.534 -1.834 -3.591 0.222
H -6.118 -1.748 -1.909 0.240
H -2.952 -1.553 -4.201 0.227
H -2.638 -2.864 -3.004 0.235
H -1.719 -1.330 -2.940 0.256
```